[1]
# C11H20NOSi

A gas-phase ion, C11H20NOSi (charge +1) (the ωB97M-V functional and the def2-TZVPD basis, OMol25).

SMILES string: C=[N+](O[SiH]1CCCC1)C1=CCCCC1
Net charge: +1
Frontier orbital gap in eV: 9.2
Relative energy (zero: lowest compared OMol25 entry of this formula, charge and spin) in kcal/mol: 49.8
LUMO level in eV: -4.23
E in a.u.: -850.27313

Structure (XYZ):
```
34
C11H20NOSi | OMol25 | the ωB97M-V functional and the def2-TZVPD basis
H 1.55 4.10 0.19
H 2.64 -1.54 0.16
C 2.64 3.10 1.84
H -3.23 -1.62 -3.24
C -1.61 -2.85 -1.26
H -3.56 -3.80 -1.84
H -4.61 -1.53 -2.05
C 2.53 1.79 2.69
C 1.54 -1.48 -0.06
H -3.45 -2.71 -0.34
Si -1.08 -0.99 -1.61
C 1.34 3.25 1.02
O -0.37 -0.26 -0.19
C -3.56 -1.66 -2.23
H -1.41 -3.30 -0.34
C -2.86 -0.43 -1.71
C -3.12 -2.87 -1.40
H 0.41 3.60 1.44
H -0.07 2.14 -0.19
H 3.44 3.09 1.15
H 1.52 1.76 3.09
H 2.78 3.84 2.59
N 0.91 -0.42 0.11
C 2.50 0.54 1.76
H 0.01 -0.67 -2.65
C 0.90 1.92 0.37
H 1.21 -2.46 -0.45
H -1.03 -3.59 -2.05
H 2.10 -0.24 2.35
H 3.30 1.87 3.49
C 1.42 0.75 0.75
H 3.56 0.40 1.50
H -3.12 0.56 -2.15
H -3.23 -0.28 -0.75
```

Löwdin atomic charge list, values in e, 2 entries: number 1, H, carries 0.1655; number 2, H, carries 0.1502



[2]
# C11H20Si2

2 unconnected molecules or ions with the total composition C11H20Si2 (the ωB97M-V functional and the def2-TZVPD basis, OMol25).

SMILES string: C=[Si](C)c1ccccc1.C[SiH](C)C
Frontier orbital gap in eV: 8.4
Relative energy (zero: lowest compared OMol25 entry of this formula, charge and spin) in kcal/mol: 75.6
LUMO level in eV: 0.47
E in a.u.: -1009.99989

Structure (XYZ):
```
33
C11H20Si2 | OMol25 | the ωB97M-V functional and the def2-TZVPD basis
Si 1.45 -0.51 -2.27
H 1.71 -0.65 2.80
H -2.95 -1.37 0.86
C -2.40 1.29 -0.61
C -2.44 -0.86 1.70
H -4.65 1.43 1.49
C 1.54 -0.65 0.60
H -3.94 2.14 2.93
H -0.21 -1.67 -3.85
H 1.44 1.60 -3.45
H -1.54 -1.40 1.92
C 2.17 -0.88 1.84
H -0.17 1.37 -2.55
H -2.22 0.53 -1.44
H 1.07 1.81 -1.60
C 2.34 -0.59 -0.60
Si -2.29 0.97 1.17
H 3.96 -1.66 2.65
C 0.93 1.26 -2.53
C 4.14 -1.50 0.63
H -3.42 1.54 -0.87
H -1.25 1.95 1.56
C 3.47 -1.38 1.82
C 3.70 -0.96 -0.56
C 0.80 -1.79 -3.34
H 0.50 -0.45 0.57
H -1.62 2.20 -1.00
H -3.10 -0.92 2.57
H -3.78 2.98 1.46
H 4.34 -0.88 -1.34
C -3.79 1.94 1.87
H 1.14 -2.87 -3.15
H 5.08 -2.02 0.72
```

Löwdin atomic charge list, values in e, 2 entries: number 1, Si, carries 0.7230; number 2, H, carries 0.1082



[3]
# C11H21AuO3P

A molecular structure, C11H21AuO3P (the ωB97M-V functional and the def2-TZVPD basis, OMol25).

Net charge: +1
Frontier orbital gap (alpha / beta) in eV: 6.0 / 6.0
LUMO level (alpha / beta) in eV: -6.05 / -6.05
E in a.u.: -1134.16705

Structure (XYZ):
```
37
C11H21AuO3P | OMol25 | the ωB97M-V functional and the def2-TZVPD basis
H 3.46 3.22 2.46
C -0.53 3.70 0.43
C 3.84 4.48 -1.41
H 2.84 2.73 -2.14
H 2.28 -1.67 1.48
H -1.66 -2.71 0.06
H 0.47 -0.53 3.09
H -1.02 5.75 -0.06
C 0.27 -1.14 2.23
H 3.06 5.17 -1.75
H 4.05 2.41 -0.86
C 3.25 3.09 -1.19
O 1.30 1.85 1.64
H -0.83 0.61 -1.24
C -1.00 -1.48 1.77
C 3.10 2.43 3.12
H -1.53 3.50 0.83
H 4.64 4.45 -2.15
P 1.33 1.87 0.02
C -0.86 -2.27 0.63
H 3.17 0.85 1.64
C 0.51 -2.43 0.39
H 0.94 -3.01 -0.41
C -0.61 4.86 -0.55
H 4.23 4.88 -0.47
Au 0.00 0.00 0.00
O -0.12 2.52 -0.26
C 1.21 -1.72 1.37
H 3.94 2.03 3.70
O 2.25 3.18 -0.19
H 0.10 3.97 1.28
H 2.38 2.89 3.80
H 2.08 0.54 3.00
H -1.24 4.61 -1.41
H -1.94 -1.22 2.24
H 0.38 5.11 -0.94
C 2.44 1.32 2.31
```

Löwdin atomic charge list, values in e, 2 entries: number 1, H, carries 0.0778; number 2, C, carries -0.2727